No. 1
Computed, not measured: a single C6H10ClF molecule in a non-equilibrium geometry, with wB97M-V/def2-TZVPD.

The geometry in ORCA input format:
```
! wB97M-V def2-TZVPD RIJCOSX def2/J DEFGRID3
* xyz 0 1
C -0.489 -1.672 0.996
C -1.184 -0.486 0.346
C -0.315 0.706 -0.107
C -0.989 1.975 -0.485
C 1.002 0.702 -0.258
C 1.951 -0.452 -0.372
H 0.204 -1.183 1.722
H -1.205 -2.247 1.542
H 0.035 -2.261 0.282
H -1.967 -0.140 1.038
H -1.862 2.142 0.145
H -1.234 2.032 -1.581
H -0.250 2.795 -0.322
H 1.574 1.642 -0.327
H 2.964 -0.039 -0.779
H 2.201 -0.937 0.589
F 1.652 -1.477 -1.329
Cl -2.089 -1.100 -1.100
*
```

SMILES = C/C(=C/CF)[C@H](C)Cl
Gap between HOMO and LUMO = 10.4584 eV

No. 2
Computed, not measured: a single C3H6N2O molecule in a non-equilibrium geometry, with wB97M-V/def2-TZVPD.

The geometry in ORCA input format:
```
! wB97M-V def2-TZVPD RIJCOSX def2/J DEFGRID3
* xyz 0 1
O -1.791 -0.753 1.814
N -1.652 -0.091 0.793
C -0.426 -0.547 0.221
C -0.106 -0.142 -1.258
N 1.111 0.592 -0.831
C 0.829 0.323 0.586
H -0.482 -1.420 1.102
H -0.874 0.500 -1.723
H 0.115 -0.966 -1.938
H 1.052 1.582 -1.039
H 0.608 1.194 1.210
H 1.617 -0.273 1.063
*
```

SMILES = O=NC1CNC1
Gap between HOMO and LUMO = 9.0063 eV

No. 3
Computed, not measured: a single C4H6O2 molecule in a non-equilibrium geometry, with wB97M-V/def2-TZVPD.

The geometry in ORCA input format:
```
! wB97M-V def2-TZVPD RIJCOSX def2/J DEFGRID3
* xyz 0 1
C 1.327 -0.603 0.543
C 0.169 -0.282 -0.393
C -1.143 -0.030 0.333
C -2.041 0.711 -0.286
O -2.808 1.386 -0.849
O 0.473 0.832 -1.220
H 1.507 0.220 1.243
H 2.229 -0.748 -0.058
H 1.146 -1.514 1.123
H 0.049 -1.112 -1.096
H -1.397 -0.462 1.295
H 0.489 1.604 -0.635
*
```

SMILES = C[C@H](O)C=C=O
Gap between HOMO and LUMO = 9.8805 eV

No. 4
Computed, not measured: C24H21AsF6N2OSW as an isolated structure, with wB97M-V/def2-TZVPD.

The geometry in ORCA input format:
```
! wB97M-V def2-TZVPD RIJCOSX def2/J DEFGRID3
* xyz 3 4
W 0.162 1.957 1.313
C -2.885 0.612 1.792
N -1.459 0.601 2.183
C -1.163 -0.063 3.248
C 0.195 -0.015 3.661
C 0.922 -0.558 4.752
C 2.204 -0.114 4.601
C 2.228 0.714 3.418
N 1.028 0.745 2.846
C -3.342 -0.717 1.211
C -2.462 -1.639 0.656
C -2.938 -2.827 0.113
C -4.299 -3.094 0.115
C -5.179 -2.179 0.676
C -4.704 -0.999 1.229
H -3.031 1.418 1.082
H -3.473 0.844 2.681
H -1.918 -0.621 3.796
H 0.522 -1.187 5.532
H 3.054 -0.315 5.234
H 3.066 1.263 3.012
H -1.396 -1.459 0.694
H -2.246 -3.556 -0.290
H -4.672 -4.021 -0.299
H -6.240 -2.390 0.697
H -5.400 -0.299 1.676
O 0.377 0.236 0.169
S 0.816 -0.823 -0.839
C 0.155 -0.320 -2.422
C -0.529 0.898 -2.592
C -1.005 1.190 -3.840
C -0.826 0.258 -4.915
C -0.156 -0.973 -4.720
C 0.323 -1.271 -3.481
C 2.540 -0.679 -1.218
C 3.144 -1.910 -1.483
C 4.493 -1.921 -1.803
C 5.207 -0.729 -1.816
C 4.587 0.482 -1.516
C 3.235 0.528 -1.224
H -0.654 1.582 -1.766
H -1.518 2.123 -4.029
H -1.223 0.501 -5.893
H -0.044 -1.668 -5.541
H 0.819 -2.216 -3.292
H 2.589 -2.838 -1.402
H 4.988 -2.859 -2.013
H 6.262 -0.743 -2.053
H 5.160 1.399 -1.524
H 2.739 1.467 -1.028
F -0.630 2.978 2.658
As 0.084 5.067 0.708
F -1.373 2.395 0.299
F 1.687 5.329 0.308
F -0.515 5.008 -0.859
F 1.748 2.838 1.839
F 0.947 2.572 -0.340
*
```

Gap between HOMO and LUMO (spin up / spin down) = 5.3088 / 3.2430 eV
Expectation value of S² = 3.808

No. 5
Computed, not measured: a 5-piece molecular cluster, CH11O4S overall in a non-equilibrium geometry, with wB97M-V/def2-TZVPD.

The geometry in ORCA input format:
```
! wB97M-V def2-TZVPD RIJCOSX def2/J DEFGRID3
* xyz -1 1
C 1.524 -1.951 -0.211
S 1.324 -0.241 -0.885
H 0.622 -2.299 0.313
H 2.189 -1.785 0.644
H 1.870 -2.802 -0.799
H -1.725 0.070 0.022
H -2.188 1.457 -0.018
O -2.353 0.648 0.484
H -1.761 -0.913 3.503
H -1.432 -1.351 4.915
O -1.989 -1.577 4.170
H 0.821 2.230 -0.093
H 1.825 3.112 -0.825
O 0.904 3.087 -0.540
H 0.241 0.526 -2.816
H 0.297 0.742 -4.327
O -0.169 1.049 -3.539
*
```

Gap between HOMO and LUMO = 6.5639 eV

No. 6
Computed, not measured: a 11-piece molecular cluster, C22H66O22 overall in a non-equilibrium geometry, with wB97M-V/def2-TZVPD.

The geometry in ORCA input format:
```
! wB97M-V def2-TZVPD RIJCOSX def2/J DEFGRID3
* xyz 0 1
C -12.624 -8.184 0.446
C -14.010 -8.195 1.171
O -14.352 -9.300 1.982
O -11.588 -8.009 1.385
H -12.611 -7.322 -0.220
H -12.594 -9.082 -0.171
H -14.872 -8.180 0.504
H -14.087 -7.198 1.605
H -13.548 -9.662 2.362
H -11.584 -8.817 1.903
C -17.334 -15.734 1.073
C -17.738 -15.521 2.535
O -19.140 -15.896 2.630
O -17.965 -16.921 0.549
H -16.245 -15.761 1.031
H -17.554 -14.873 0.442
H -17.704 -14.486 2.876
H -17.188 -16.285 3.084
H -19.774 -15.636 1.958
H -17.191 -17.394 0.233
C -19.496 -9.705 -4.190
C -19.156 -10.361 -2.777
O -20.237 -10.917 -2.096
O -19.998 -8.401 -4.082
H -20.259 -10.287 -4.709
H -18.582 -9.739 -4.782
H -18.544 -9.679 -2.187
H -18.571 -11.277 -2.867
H -20.789 -10.275 -1.644
H -19.533 -7.767 -3.529
C -22.561 -12.885 2.368
C -21.090 -13.324 2.164
O -21.014 -14.237 0.983
O -23.513 -13.884 2.677
H -22.914 -12.365 1.478
H -22.648 -12.181 3.196
H -20.866 -14.059 2.937
H -20.297 -12.577 2.147
H -21.787 -14.803 0.909
H -23.219 -14.376 3.447
C -14.880 -13.282 4.471
C -14.865 -12.114 5.532
O -14.383 -10.865 5.091
O -13.510 -13.601 4.280
H -15.361 -12.907 3.568
H -15.366 -14.245 4.629
H -14.370 -12.307 6.483
H -15.862 -11.928 5.930
H -15.041 -10.180 5.227
H -13.512 -13.786 3.338
C -17.225 -11.818 0.824
C -17.594 -10.295 0.361
O -17.138 -9.382 1.319
O -15.815 -12.044 0.680
H -17.770 -12.613 0.315
H -17.544 -11.953 1.858
H -18.651 -10.084 0.200
H -17.217 -9.934 -0.596
H -16.287 -9.662 1.665
H -15.664 -11.960 -0.265
C -15.319 -10.145 -3.680
C -14.515 -11.054 -2.820
O -15.267 -11.995 -2.149
O -15.259 -8.774 -3.175
H -16.360 -10.436 -3.824
H -15.121 -10.335 -4.735
H -14.038 -10.562 -1.972
H -13.631 -11.484 -3.291
H -15.621 -12.698 -2.699
H -15.190 -8.248 -3.975
C -16.932 -5.756 4.331
C -16.376 -6.820 3.392
O -15.737 -7.819 4.225
O -17.709 -6.223 5.400
H -17.271 -4.821 3.885
H -16.111 -5.265 4.855
H -15.700 -6.304 2.711
H -17.269 -7.289 2.979
H -15.237 -8.341 3.593
H -17.278 -7.077 5.487
C -20.608 -5.384 0.774
C -20.022 -6.506 1.633
O -19.537 -7.578 0.841
O -21.367 -4.469 1.579
H -21.337 -5.776 0.065
H -19.850 -4.842 0.209
H -20.783 -6.799 2.357
H -19.341 -6.034 2.342
H -18.705 -7.957 1.131
H -22.023 -3.937 1.124
C -12.472 -14.394 1.004
C -12.217 -15.603 1.796
O -11.238 -15.379 2.835
O -13.553 -13.676 1.576
H -12.761 -14.548 -0.036
H -11.603 -13.740 0.940
H -11.920 -16.246 0.967
H -13.105 -16.047 2.246
H -11.726 -15.062 3.599
H -13.771 -12.958 0.977
C -23.440 -9.076 -1.597
C -22.455 -8.219 -0.887
O -21.136 -8.821 -0.780
O -23.008 -9.141 -2.982
H -24.490 -8.784 -1.570
H -23.409 -10.137 -1.350
H -22.977 -8.196 0.070
H -22.412 -7.230 -1.342
H -20.598 -8.372 -0.124
H -22.051 -9.102 -2.917
*
```

SMILES = OCCO.OCCO.OCCO.OCCO.OCCO.OCCO.OCCO.OCCO.OCCO.OCCO.OCCO
Gap between HOMO and LUMO = 9.5077 eV

What are the relative energy (zero: lowest compared OMol25 entry of this formula, charge and spin) values for these records? In order: 18.96, 134.09, 31.60, 60.06, 20.95, 121.07 kcal/mol.